(1)
{"formula": "C22H45N2P3PtSe2", "method": "ωB97M-V with the def2-TZVPD basis set", "species": ["H", "C", "H", "C", "C", "H", "H", "P", "H", "P", "C", "H", "C", "H", "H", "C", "H", "H", "C", "H", "H", "H", "H", "H", "C", "C", "C", "H", "C", "H", "H", "H", "H", "H", "H", "Pt", "C", "C", "H", "H", "C", "H", "H", "H", "H", "H", "C", "H", "P", "C", "H", "H", "N", "H", "H", "H", "Se", "C", "C", "C", "H", "H", "H", "H", "C", "Se", "H", "H", "H", "C", "H", "H", "H", "C", "N"], "positions_angstrom": [[-2.04677, 2.63223, 1.97420], [3.21853, 1.14053, -1.03162], [1.31594, 3.58696, -0.18553], [-3.40760, 0.07573, 0.96555], [0.45354, -0.02747, -6.41159], [2.61975, -1.80881, 5.18366], [-3.23469, -0.26218, 3.92824], [-2.35500, 0.35701, -0.49000], [2.59620, 2.02301, 1.84286], [2.27430, -0.32568, -0.49587], [-1.12012, 2.33126, 2.47644], [-0.17678, -0.61670, -1.62855], [2.59163, -1.53325, -1.81582], [-3.95623, 2.05137, -1.10735], [3.09970, 1.97150, -0.32906], [0.06480, -1.36336, -6.34183], [-2.58624, -0.44005, -2.76258], [-0.76892, 3.16527, 3.10349], [-0.97465, -0.47317, 5.71721], [1.07356, -0.24965, 6.53998], [3.66788, -1.73381, -1.90185], [0.80292, 1.77352, -5.29486], [4.28065, 0.87383, -1.09218], [-1.71920, -0.19112, 6.43434], [0.37510, -0.50344, 5.76931], [-3.00119, -0.73664, -1.79075], [-0.26804, -1.21222, -3.96716], [-1.73067, -5.28689, -7.20160], [-0.26261, -1.97540, -5.13349], [-0.53242, -3.03602, -5.08953], [1.64399, 1.08674, 3.04097], [1.55809, 2.87241, 3.02549], [0.41032, -3.40028, -8.41314], [-4.09829, -0.67598, -1.83694], [2.06865, -2.47154, -1.59867], [-0.01788, 0.13648, -0.15747], [-0.58554, -3.71177, -8.05452], [0.11312, 0.14124, -4.02537], [2.77490, -0.40454, 4.07677], [0.47596, 4.35663, 1.19331], [3.21530, -0.89377, 0.94662], [-3.19347, -1.77008, 4.88786], [2.78952, -1.82277, 1.33865], [-1.31561, 1.46323, 3.11823], [-0.45348, 3.78899, -0.22525], [0.12162, -5.53979, -7.27276], [-0.22864, -1.19149, 3.70528], [-2.71075, -1.82049, 3.16743], [0.21132, 1.98587, 1.28285], [0.48984, 0.73157, -5.25086], [-2.70179, -1.77408, -1.58825], [-2.53168, 2.79560, -0.32994], [0.82309, -0.98308, 4.55634], [-3.42719, -0.99270, 1.20455], [0.00686, -1.91938, -7.26289], [-4.43021, 0.41911, 0.75052], [0.13912, 1.30375, -2.49619], [0.40434, 3.58020, 0.42066], [1.65174, 1.97412, 2.39620], [-0.74135, -4.88813, -7.43508], [-3.02486, 0.62562, 1.83206], [-0.56949, -1.69857, -3.03532], [2.24194, -2.02825, 3.44668], [2.22274, -1.15223, -2.77512], [-2.86043, 2.02695, -1.03884], [-0.19254, -1.80327, 1.92496], [-1.42498, -3.03275, -8.25521], [3.20137, -0.14228, 1.74308], [2.86159, 1.45698, -2.01766], [-2.70481, -1.21175, 4.07991], [4.26196, -1.06918, 0.66247], [-2.42623, 2.23864, -2.02432], [0.70908, 0.40806, -7.37711], [2.20694, -1.32373, 4.28796], [-1.33793, -0.94265, 4.46639]], "forces_ev_per_a": [[0.19, -0.04, 0.15], [-0.10, -0.10, -0.01], [-0.13, 0.04, 0.10], [-0.11, -0.13, -0.02], [-0.06, -0.06, -0.07], [-0.08, 0.17, -0.35], [0.04, -0.34, 0.01], [-0.65, 0.40, 0.49], [-0.21, 0.01, 0.17], [0.76, 0.15, 0.43], [0.00, 0.14, 0.03], [0.03, -0.62, 1.30], [-0.03, -0.20, 0.03], [0.26, 0.06, -0.07], [0.05, -0.15, -0.14], [0.06, 0.31, 0.45], [-0.15, -0.01, 0.22], [-0.25, -0.21, -0.14], [-0.68, -0.52, -1.21], [0.06, 0.06, 0.31], [-0.23, 0.08, 0.05], [-0.11, -0.19, 0.02], [-0.19, 0.11, -0.07], [-0.08, 0.03, 0.26], [0.76, -0.39, -0.98], [-0.03, -0.16, 0.02], [0.05, -0.43, -0.20], [0.17, 0.09, 0.04], [-0.10, 0.29, 0.28], [0.04, 0.44, 0.06], [-0.05, 0.24, -0.21], [0.23, -0.26, -0.12], [-0.56, -0.35, -0.11], [0.30, 0.01, 0.03], [0.13, 0.14, 0.00], [-0.35, 0.34, -1.95], [0.62, 3.66, -2.20], [-0.02, 0.30, 0.29], [-0.05, -0.47, 0.04], [0.00, -0.08, -0.23], [0.16, -0.26, 0.08], [0.11, 0.14, -0.25], [0.13, 0.15, -0.16], [0.08, 0.18, -0.16], [0.12, 0.03, 0.10], [-0.21, 0.15, 0.23], [-0.21, -0.49, 0.99], [-0.03, 0.27, 0.38], [0.18, 0.05, 0.85], [-0.03, 0.03, 0.04], [-0.15, 0.24, -0.01], [-0.10, -0.16, -0.15], [-0.62, 0.16, -0.01], [-0.03, 0.20, -0.07], [0.19, 0.15, -0.01], [0.25, -0.15, 0.04], [0.19, 0.40, -1.92], [-0.05, -0.22, -0.07], [-0.03, 0.19, 0.12], [-0.42, -3.85, 1.32], [-0.09, -0.14, -0.30], [0.18, 0.26, -0.32], [0.05, 0.34, 0.37], [0.11, -0.02, 0.21], [0.05, -0.18, 0.00], [0.10, 0.22, 1.42], [0.25, -0.37, 0.02], [-0.05, -0.13, -0.27], [0.24, 0.04, 0.12], [-0.81, -0.03, -0.08], [-0.24, 0.01, 0.01], [-0.23, 0.08, 0.20], [-0.02, 0.00, 0.31], [0.67, -0.05, 0.04], [0.72, 0.43, 0.25]], "homo_energy_ev": [-17.4906, -19.1703], "relative_energy_ev": 0.9511, "s_squared": 6.04, "charge": 4, "multiplicity": 5, "gap_ev": [6.64, 3.91], "mol_weight_g_mol": 783.536}


(2)
{"formula": "C27H24ClCoN9S3", "method": "ωB97M-V with the def2-TZVPD basis set", "species": ["H", "C", "C", "N", "H", "H", "H", "C", "H", "C", "C", "C", "H", "H", "C", "N", "H", "H", "Cl", "N", "N", "H", "C", "N", "N", "H", "H", "Co", "C", "H", "H", "S", "H", "C", "S", "H", "H", "C", "C", "H", "C", "C", "S", "H", "H", "C", "C", "H", "C", "N", "H", "C", "C", "C", "C", "N", "C", "N", "C", "H", "C", "H", "C", "C", "C"], "positions_angstrom": [[3.57932, -3.79597, -2.05665], [2.87226, -3.50172, -1.28013], [-4.11190, 4.67452, 0.56061], [1.60657, -3.02525, -1.86958], [-2.14057, 0.37296, 3.38515], [-0.32394, 0.33155, 1.70343], [0.93622, 0.48905, -3.78361], [4.92132, -1.19612, 0.66767], [-4.72433, 4.27250, -0.23031], [3.46227, -2.42291, -0.44206], [5.86876, 0.59938, 1.85423], [-4.48343, 5.84739, 1.20171], [-3.41369, -3.57511, 2.27509], [2.68284, -4.38060, -0.66022], [-2.94056, 4.03900, 0.94207], [2.78427, -1.36918, -0.06398], [-0.77354, 0.33792, -5.67294], [-0.21481, -3.93096, -2.40636], [2.80607, -0.33575, -2.72589], [4.73858, -2.38720, -0.02656], [0.08685, -0.06553, -3.79236], [1.70231, -2.93257, -2.87371], [-0.99896, -0.50392, 1.81809], [-0.14326, -0.87634, -2.75231], [-1.32755, -3.68455, 0.27929], [-1.21323, 4.07650, 2.20633], [-3.66619, -1.53004, 3.65399], [1.24058, -0.97672, -1.26471], [4.62971, 1.25616, 1.82881], [0.70972, -4.85418, -1.23407], [-5.39952, 6.34089, 0.90616], [0.83857, 1.17508, -0.61061], [-1.73961, -4.59226, 0.14186], [-0.88659, -1.63629, 1.01346], [-4.93021, 1.58432, -0.04628], [5.44342, -3.07615, -0.22769], [-2.54832, -1.60052, -4.86215], [-3.69195, 6.38684, 2.20328], [-2.13260, 4.57557, 1.93752], [6.99099, -1.15420, 1.29539], [3.52173, 0.69564, 1.22786], [-0.80744, -0.24246, -4.76690], [-2.25899, 0.66367, -0.92301], [4.54430, 2.23039, 2.29008], [-3.98695, 7.30476, 2.69363], [-0.30353, -3.16021, -0.42100], [3.68405, -0.55246, 0.63227], [-1.69179, -2.24252, -2.36754], [-2.88273, -1.58532, 2.91102], [-1.15676, 2.66064, 0.18381], [2.57006, 1.20286, 1.20814], [-0.85040, 1.57757, -0.43100], [-1.68876, -1.21760, -4.34249], [-1.23099, -1.57713, -3.07746], [6.03919, -0.64103, 1.27612], [-0.01331, -1.94212, -0.03402], [0.42902, -3.84071, -1.53158], [-2.51424, 2.83082, 0.30029], [-1.73779, -2.72496, 1.20173], [-1.88423, 6.16800, 3.33905], [-2.51290, 5.74987, 2.56424], [6.70910, 1.07807, 2.33790], [-2.75712, -2.72534, 2.14676], [-2.01043, -0.49539, 2.75377], [-3.30499, 1.82936, -0.16362]], "forces_ev_per_a": [[-0.04, 0.02, -0.04], [0.04, 0.02, 0.02], [0.01, 0.05, -0.06], [-0.10, 0.46, 0.17], [0.01, 0.01, 0.00], [0.00, -0.04, 0.04], [0.00, 0.00, 0.05], [-0.05, 0.07, -0.03], [0.00, -0.04, 0.01], [0.12, -0.02, 0.04], [0.01, 0.02, 0.01], [0.01, -0.01, 0.00], [-0.02, 0.02, 0.01], [0.02, -0.01, -0.01], [0.01, 0.01, 0.10], [-0.36, 0.49, -0.22], [0.05, -0.01, 0.00], [0.03, 0.01, -0.02], [-0.01, 0.09, 0.03], [-0.01, -0.04, 0.06], [-0.05, 0.03, -0.03], [0.05, 0.02, -0.01], [0.03, -0.04, 0.14], [0.40, 0.02, 0.32], [-0.03, 0.06, 0.02], [0.01, 0.01, 0.00], [0.00, 0.00, 0.00], [-0.42, -0.91, 0.05], [0.02, -0.03, -0.01], [0.01, 0.00, -0.04], [0.01, 0.01, 0.00], [0.34, -0.26, -0.50], [0.04, -0.02, 0.03], [0.06, -0.05, 0.08], [0.02, 0.02, -0.02], [0.00, -0.01, 0.03], [-0.01, 0.03, 0.00], [0.00, 0.00, -0.01], [-0.03, -0.07, 0.04], [0.01, 0.02, 0.00], [0.04, -0.01, 0.07], [-0.12, 0.02, 0.02], [0.25, -0.01, -0.25], [-0.01, -0.01, 0.01], [0.00, -0.01, 0.01], [-0.07, -0.15, 0.04], [-0.06, -0.01, 0.06], [0.02, -0.02, 0.00], [-0.01, -0.02, -0.02], [0.20, 0.14, 0.11], [0.06, 0.00, 0.05], [-0.41, -0.30, -0.03], [0.01, 0.02, 0.00], [-0.14, 0.12, 0.13], [-0.01, -0.08, 0.02], [0.13, 0.41, -0.41], [-0.03, 0.00, 0.03], [-0.02, -0.04, -0.19], [0.06, 0.05, -0.03], [0.00, 0.00, 0.00], [-0.01, 0.01, 0.00], [0.01, 0.00, 0.00], [0.00, -0.04, 0.01], [0.03, -0.02, 0.00], [-0.11, 0.04, 0.14]], "homo_energy_ev": -9.6563, "relative_energy_ev": 0.0000, "charge": 1, "multiplicity": 1, "gap_ev": 6.07, "mol_weight_g_mol": 665.139}


(3)
{"formula": "C5H14", "method": "ωB97M-V with the def2-TZVPD basis set", "species": ["H", "H", "H", "H", "H", "H", "H", "H", "H", "C", "C", "C", "H", "H", "C", "C", "H", "H", "H"], "positions_angstrom": [[-3.07126, -2.09990, -0.19482], [-2.01721, 0.40382, -0.13239], [3.08080, 1.38342, 1.92326], [0.44597, 0.67421, -0.83305], [1.36081, -0.38231, 1.79601], [1.90720, -0.77435, 0.17796], [-0.26768, 0.94686, 0.71910], [0.98746, 1.99027, 0.13085], [3.86412, -0.04805, 1.16595], [0.68835, 0.93975, 0.19800], [-2.43666, -1.62277, -0.94185], [-2.59242, -0.11407, -0.88858], [-1.42228, -1.97825, -0.76776], [3.35362, 1.42555, 0.26932], [3.09590, 0.71363, 1.05339], [1.73379, 0.04318, 0.87264], [-2.33086, 0.34478, -1.84839], [-2.74183, -2.01630, -1.91258], [-3.63781, 0.17054, -0.78704]], "forces_ev_per_a": [[0.04, -0.06, 0.06], [-0.01, -0.20, 0.24], [0.11, -0.40, 0.21], [0.21, -0.31, 0.05], [0.03, 0.00, 0.22], [-0.10, -0.43, 0.13], [0.06, -0.07, 0.16], [0.19, -0.06, 0.24], [0.23, 0.23, 0.08], [-0.46, 0.64, 0.04], [-0.13, -0.27, 0.15], [-0.31, 0.47, -0.92], [0.13, 0.18, 0.01], [-0.03, -0.47, -0.52], [-0.37, 0.62, 0.76], [0.27, 0.27, -1.32], [0.33, -0.10, 0.08], [-0.05, 0.05, 0.01], [-0.15, -0.10, 0.31]], "homo_energy_ev": -11.2303, "relative_energy_ev": 0.3564, "multiplicity": 1, "gap_ev": 12.41, "mol_weight_g_mol": 74.167}